{
  "formula": "C29H47AsLaN8O7PS4Te",
  "method": "ωB97M-V/def2-TZVPD",
  "orbital_gap_ev": 5.0,
  "lumo_energy_ev": 3.700,
  "homo_ha": -0.04821,
  "total_charge": -2,
  "e_tot_ev": -178719.5606,
  "relative_energy_kj_mol": 116.8,
  "elements": ["La", "N", "C", "S", "N", "N", "C", "C", "C", "C", "C", "C", "C", "O", "H", "H", "H", "H", "H", "H", "H", "S", "C", "N", "C", "C", "C", "C", "C", "C", "S", "H", "H", "H", "H", "N", "C", "C", "C", "C", "N", "C", "N", "N", "C", "O", "O", "H", "H", "H", "H", "H", "H", "H", "H", "H", "H", "H", "H", "H", "H", "C", "C", "O", "P", "O", "Te", "O", "C", "C", "H", "H", "H", "H", "H", "H", "H", "H", "H", "H", "C", "O", "H", "H", "H", "C", "As", "C", "C", "S", "H", "H", "H", "H", "H", "H", "H", "H", "H"],
  "positions_angstrom": [[-0.406099, 0.327234, 0.222328], [-4.143514, 3.670378, 0.162552], [-3.445984, 2.466862, 0.151727], [-2.520267, 2.140004, -1.267160], [-3.596861, 1.712384, 1.189621], [-2.943031, 0.498128, 1.079289], [-3.588755, -0.475723, 1.604418], [-3.348164, -1.863383, 1.292739], [-4.047487, -2.855773, 1.982521], [-4.007435, -4.181206, 1.600285], [-3.279903, -4.527275, 0.457276], [-2.595241, -3.572884, -0.256052], [-2.544927, -2.211321, 0.155169], [-1.854692, -1.351237, -0.494238], [-4.310066, 4.026509, -0.762109], [-4.930950, 3.697738, 0.792105], [-4.481059, -0.241691, 2.194478], [-4.638957, -2.561683, 2.845549], [-4.544307, -4.934353, 2.165541], [-3.254238, -5.561558, 0.128096], [-2.034427, -3.831618, -1.146819], [-0.158411, -1.909926, 2.433035], [0.255850, -2.995014, 1.240085], [0.548114, -2.743415, -0.014256], [0.700819, -3.881958, -0.765839], [0.901354, -3.942912, -2.147683], [1.038972, -5.171670, -2.775878], [0.996463, -6.360165, -2.053443], [0.785760, -6.327038, -0.679194], [0.634457, -5.103568, -0.049587], [0.308851, -4.770046, 1.619455], [0.891524, -3.035776, -2.736964], [1.166647, -5.201363, -3.852270], [1.102176, -7.313030, -2.559309], [0.726784, -7.245598, -0.106743], [1.795639, -0.427352, -1.414905], [3.102920, -0.414819, -0.796560], [4.219662, -1.024452, -1.655737], [3.982017, -2.439594, -2.205103], [3.952218, -3.550163, -1.151541], [5.137713, -3.495747, -0.321177], [6.169993, -4.187351, -0.555485], [7.244594, -4.147863, 0.322096], [6.372462, -5.030831, -1.644043], [2.953433, -0.782279, 0.662487], [3.944325, -1.361321, 1.331865], [1.989157, -0.385274, 1.279105], [1.499292, -1.373513, -1.610890], [1.784108, 0.114599, -2.266683], [3.368904, 0.649283, -0.650666], [5.166573, -0.976081, -1.111621], [4.328193, -0.360788, -2.519018], [4.784018, -2.663909, -2.918074], [3.040366, -2.461699, -2.758287], [3.819336, -4.519345, -1.652356], [3.088984, -3.416517, -0.496850], [4.551119, -1.906982, 0.774810], [7.189123, -3.387013, 0.980255], [8.153891, -4.256229, -0.096126], [5.521772, -5.281261, -2.123734], [6.954632, -5.828593, -1.444545], [-1.498731, 4.632865, 1.916839], [-0.174462, 4.533927, 2.631952], [0.836689, 4.035342, 1.768412], [1.292432, 2.472545, 1.850559], [0.058580, 1.583834, 1.993214], [3.513821, 2.785771, 0.988007], [1.755292, 2.565835, 3.475417], [1.644724, 1.465067, 4.359389], [2.921984, 0.633992, 4.429578], [-2.270636, 5.065736, 2.556628], [-1.803558, 3.632709, 1.636564], [-1.402871, 5.233054, 1.010837], [-0.271597, 3.894327, 3.513881], [0.162647, 5.522352, 2.962884], [0.803248, 0.824164, 4.079667], [1.429945, 1.890353, 5.348761], [3.028259, 0.039167, 3.526717], [2.880521, -0.041792, 5.289223], [3.787546, 1.292421, 4.521974], [0.770828, 3.173634, -1.380014], [0.788735, 2.102268, -0.514922], [1.489643, 3.949878, -1.075698], [-0.216876, 3.649469, -1.463732], [1.061931, 2.870154, -2.410071], [-1.548355, -0.032963, -6.457920], [-0.769466, 0.638019, -4.785418], [-1.744059, 2.297154, -4.596477], [1.000132, 1.238672, -5.371579], [-0.679270, -0.921168, -3.436890], [-1.479234, 0.700887, -7.262571], [-2.595214, -0.259411, -6.257362], [-1.039426, -0.952087, -6.740698], [-1.781050, 2.785171, -5.570852], [-1.251706, 2.930380, -3.860754], [-2.744009, 2.082958, -4.227131], [0.935945, 1.779093, -6.316463], [1.639695, 0.365257, -5.481653], [1.409267, 1.891919, -4.601048]],
  "atomic_forces_ev_per_a": [[-0.41, -1.92, -1.94], [0.03, 0.19, 0.09], [-0.17, -0.23, -0.12], [0.04, 0.11, -0.26], [-0.24, 0.32, 0.46], [-0.13, -0.04, 0.20], [-0.14, 0.19, -0.12], [0.20, -0.28, -0.13], [0.04, 0.13, -0.02], [-0.07, -0.16, 0.07], [-0.06, 0.04, 0.05], [0.11, 0.10, -0.08], [-0.46, -0.18, -0.04], [-0.64, -0.86, -0.23], [-0.01, 0.05, -0.01], [0.00, -0.11, 0.00], [-0.01, 0.02, -0.05], [-0.01, 0.02, -0.01], [0.02, 0.00, -0.01], [0.02, 0.00, -0.01], [0.00, -0.03, 0.00], [-0.25, -0.06, 0.56], [0.19, -0.60, 0.11], [0.11, -0.08, -0.25], [-0.07, -0.39, 0.13], [-0.21, 0.03, 0.05], [0.05, 0.04, -0.06], [0.01, -0.08, 0.04], [0.05, -0.01, -0.03], [-0.02, 0.06, 0.09], [0.02, 0.35, -0.18], [-0.02, 0.03, -0.01], [0.01, 0.00, 0.00], [0.00, 0.01, -0.01], [0.00, 0.00, -0.01], [-0.05, -0.25, 0.02], [0.16, 0.18, -0.20], [-0.11, -0.29, 0.13], [0.09, 0.10, 0.11], [0.13, 0.14, -0.07], [0.05, 0.38, 0.38], [-0.22, 0.08, -0.07], [0.20, -0.21, 0.06], [0.09, -0.03, -0.02], [-0.37, 0.19, 0.16], [0.54, -0.54, -0.16], [0.54, -0.02, -0.18], [-0.10, -0.01, -0.11], [-0.07, 0.07, -0.03], [0.00, -0.05, -0.05], [0.04, -0.02, -0.03], [0.03, 0.05, 0.04], [-0.03, 0.01, -0.03], [0.08, -0.02, -0.04], [-0.14, 0.01, 0.06], [0.07, -0.05, -0.03], [-0.35, 0.23, 0.03], [-0.07, 0.01, -0.01], [0.01, 0.11, -0.06], [0.00, -0.01, -0.03], [-0.06, -0.07, 0.02], [0.15, -0.04, -0.14], [-0.20, 0.12, 0.26], [-0.20, -0.44, -0.42], [0.42, 2.21, 2.35], [0.85, 1.04, 1.13], [0.64, -0.24, -0.37], [-0.23, -0.36, -0.42], [0.01, -0.14, 0.15], [-0.14, 0.18, -0.06], [0.00, 0.02, 0.04], [-0.20, -0.09, -0.10], [-0.05, 0.00, -0.01], [0.08, 0.04, -0.01], [0.09, -0.07, 0.03], [0.00, 0.06, 0.00], [-0.02, 0.01, -0.06], [0.09, -0.04, -0.07], [-0.01, 0.00, -0.01], [0.02, -0.03, 0.02], [0.27, 0.26, -0.10], [-0.03, 0.83, -0.38], [0.04, -0.03, -0.03], [-0.03, -0.07, 0.07], [0.03, -0.01, 0.00], [0.02, 0.12, 0.17], [0.36, -0.12, -1.23], [0.00, -0.10, 0.42], [-0.21, 0.02, 0.17], [-0.24, 0.22, 0.23], [0.02, 0.03, 0.04], [0.01, -0.01, 0.00], [0.04, 0.01, 0.06], [0.08, -0.07, -0.02], [0.00, 0.01, 0.04], [-0.03, 0.00, 0.03], [-0.05, 0.03, 0.02], [-0.05, -0.04, 0.01], [0.02, 0.00, 0.01]]
}